# 1
105
Properties=species:S:1:pos:R:3:forces:R:3 method="wB97M-V/def2-TZVPD" total_energy_ev=-124318.1207 max_force_ev_per_a=0.245 homo_energy_ev=-9.02 homo_lumo_gap_ev=9.16
B 1.879 2.716 0.139 0.068 0.085 -0.063
C 1.142 1.378 0.484 0.004 -0.082 -0.030
C -0.199 1.403 -0.257 0.187 -0.027 -0.151
C -0.979 2.683 -0.034 -0.118 0.096 0.133
Br -1.274 -0.155 0.262 -0.069 -0.088 0.048
H 1.938 3.626 0.908 0.033 -0.038 0.008
H 2.362 2.854 -0.944 -0.047 0.037 0.000
H 1.718 0.527 0.109 -0.025 -0.011 0.086
H 0.962 1.232 1.552 -0.022 0.088 -0.048
H -0.029 1.241 -1.320 -0.056 0.029 0.015
H -0.900 3.013 1.004 -0.022 -0.055 -0.052
H -2.035 2.578 -0.275 0.043 -0.009 -0.069
H -0.585 3.466 -0.692 0.036 0.010 0.096
C -0.753 3.135 -6.072 0.020 -0.085 -0.078
O -1.995 3.203 -5.414 -0.012 0.169 0.101
C -2.071 2.403 -4.253 0.043 -0.143 0.013
C -2.990 3.011 -3.219 0.015 -0.046 -0.029
O -2.457 4.158 -2.575 0.046 -0.019 0.048
C -2.493 5.393 -3.271 -0.045 0.054 -0.002
C -3.850 6.061 -3.275 -0.004 0.141 0.034
O -4.740 5.404 -4.152 0.058 -0.174 0.060
C -6.093 5.546 -3.793 -0.061 0.089 -0.044
H -0.579 2.151 -6.523 -0.023 -0.013 0.022
H -0.765 3.884 -6.862 0.007 -0.012 -0.010
H 0.075 3.351 -5.386 -0.013 0.021 -0.001
H -1.072 2.272 -3.816 -0.006 0.048 0.017
H -2.459 1.405 -4.505 0.063 -0.014 -0.032
H -3.101 2.267 -2.426 -0.087 0.015 -0.008
H -3.973 3.211 -3.650 0.046 0.053 -0.037
H -2.116 5.293 -4.290 -0.053 -0.050 0.000
H -1.822 6.049 -2.710 0.050 -0.013 -0.063
H -3.710 7.106 -3.588 -0.070 0.010 0.018
H -4.253 6.067 -2.255 0.014 -0.051 0.002
H -6.262 5.254 -2.750 0.007 -0.024 -0.010
H -6.670 4.892 -4.444 -0.013 0.014 -0.001
H -6.448 6.575 -3.925 0.036 0.012 0.003
C -4.284 -3.284 0.606 0.071 -0.074 -0.064
O -4.058 -3.512 1.979 -0.168 0.128 0.124
C -3.085 -2.651 2.543 0.129 -0.049 -0.136
C -3.425 -2.284 3.968 0.029 -0.054 -0.025
O -4.529 -1.403 4.085 -0.009 0.004 0.006
C -5.822 -1.983 4.068 -0.040 -0.006 0.041
C -6.258 -2.553 5.398 -0.122 0.029 0.053
O -5.585 -3.764 5.681 0.169 0.084 -0.068
C -5.449 -4.028 7.056 -0.076 -0.062 0.054
H -3.428 -3.592 -0.006 0.020 0.004 0.025
H -5.152 -3.876 0.318 0.011 -0.007 -0.011
H -4.489 -2.227 0.408 -0.023 -0.004 0.012
H -2.989 -1.744 1.938 -0.065 0.047 0.072
H -2.108 -3.155 2.548 0.026 0.038 -0.064
H -2.570 -1.733 4.368 0.001 -0.052 0.051
H -3.569 -3.188 4.565 -0.053 0.015 -0.008
H -5.914 -2.740 3.286 0.057 -0.007 0.011
H -6.500 -1.157 3.839 -0.017 -0.044 -0.076
H -7.343 -2.726 5.356 0.003 -0.012 0.067
H -6.065 -1.818 6.189 0.048 0.006 -0.023
H -4.996 -3.179 7.582 0.020 -0.006 -0.016
H -4.800 -4.896 7.156 -0.012 -0.005 0.012
H -6.412 -4.252 7.530 -0.019 0.020 -0.029
C 3.876 -7.826 1.014 0.046 -0.070 -0.068
O 2.518 -8.014 1.331 -0.071 0.153 0.106
C 2.301 -8.892 2.418 0.072 -0.128 0.016
C 1.066 -8.502 3.197 0.031 -0.044 -0.027
O 1.233 -7.319 3.961 0.010 -0.007 0.001
C 1.001 -6.090 3.295 -0.050 0.044 -0.003
C -0.457 -5.693 3.242 -0.066 0.116 0.034
O -1.175 -6.490 2.324 0.084 -0.158 0.064
C -2.522 -6.717 2.692 -0.003 0.037 -0.034
H 4.332 -8.733 0.601 -0.025 -0.018 0.014
H 3.926 -7.038 0.264 0.011 -0.009 -0.008
H 4.453 -7.520 1.894 -0.014 0.020 -0.002
H 3.168 -8.887 3.089 -0.020 0.041 0.014
H 2.163 -9.920 2.052 0.068 0.002 -0.023
H 0.886 -9.295 3.927 -0.087 -0.009 -0.042
H 0.203 -8.431 2.532 0.016 0.051 0.007
H 1.429 -6.089 2.290 -0.008 -0.060 0.010
H 1.515 -5.336 3.897 0.051 0.013 -0.074
H -0.505 -4.636 2.944 -0.055 0.005 0.033
H -0.893 -5.783 4.245 0.028 -0.016 0.005
H -2.588 -7.080 3.724 -0.004 -0.009 -0.006
H -2.905 -7.487 2.024 -0.036 0.031 -0.011
H -3.136 -5.816 2.592 0.029 0.024 -0.001
C 7.192 5.034 -5.904 0.043 -0.056 -0.085
O 7.227 4.428 -4.635 -0.103 0.106 0.130
C 8.423 4.668 -3.920 0.136 -0.008 -0.061
C 8.168 4.712 -2.431 0.035 -0.034 -0.049
O 7.478 5.877 -2.011 0.010 0.010 0.007
C 6.064 5.850 -2.097 -0.062 0.005 0.041
C 5.396 5.189 -0.914 -0.135 0.066 0.068
O 5.566 3.786 -0.953 0.213 0.024 -0.043
C 5.524 3.178 0.313 -0.125 -0.059 0.023
H 7.908 4.577 -6.598 0.017 -0.013 0.027
H 6.187 4.897 -6.300 0.007 -0.003 -0.015
H 7.409 6.106 -5.840 -0.022 0.000 0.013
H 8.872 5.616 -4.238 -0.035 0.018 0.028
H 9.150 3.867 -4.117 0.002 0.022 -0.069
H 9.143 4.762 -1.941 -0.026 -0.078 0.043
H 7.656 3.804 -2.106 -0.035 0.039 -0.005
H 5.727 5.389 -3.028 0.046 -0.022 0.012
H 5.756 6.898 -2.091 -0.030 -0.016 -0.088
H 4.326 5.441 -0.941 -0.006 -0.038 0.064
H 5.814 5.596 0.015 0.048 -0.005 -0.024
H 6.218 3.656 1.014 0.025 0.003 -0.026
H 5.811 2.136 0.183 -0.021 -0.006 0.014
H 4.518 3.219 0.751 0.001 0.027 0.005

# 2
86
Properties=species:S:1:pos:R:3:forces:R:3 method="wB97M-V/def2-TZVPD" e_above_lowest_ev=1.813 total_energy_ev=-45060.4148 max_force_ev_per_a=7.943 homo_energy_ev=-8.61 homo_lumo_gap_ev=8.85
C 1.410 -4.597 1.540 -0.261 -0.437 -0.728
O 0.347 -4.244 0.690 -0.179 0.533 -1.031
C 0.521 -2.933 0.125 -2.859 0.540 2.083
C -0.086 -2.802 -1.263 -2.625 -0.376 1.385
N -0.130 -1.400 -1.655 -1.473 0.588 -2.887
C 1.105 -0.982 -2.235 2.759 1.022 1.859
C 1.152 0.412 -2.871 -7.266 -1.096 3.016
O 2.269 0.919 -3.197 6.665 -0.718 0.223
C 2.397 1.963 -4.034 0.900 0.820 -3.293
H 2.327 -4.859 1.034 0.287 -0.290 -0.697
H 1.107 -5.423 2.144 -0.281 -0.532 0.345
H 1.671 -3.788 2.147 0.285 1.437 1.408
H 1.544 -2.768 0.037 2.028 0.614 -0.022
H 0.046 -2.134 0.801 0.758 -1.091 -0.594
H -1.178 -3.221 -1.310 2.198 0.496 0.131
H 0.633 -3.386 -1.750 0.407 -1.073 -2.188
H -0.710 -1.249 -2.518 -0.493 -0.810 1.541
H 1.522 -1.661 -2.881 0.559 -2.025 -2.400
H 1.822 -1.135 -1.417 0.476 1.057 0.009
H 0.677 1.061 -2.159 -0.282 0.551 1.606
H 0.271 0.530 -3.523 0.524 -0.692 -1.631
H 3.505 2.423 -4.007 -2.626 -1.252 -0.443
H 1.683 2.723 -3.845 -0.568 1.301 0.744
H 2.019 1.566 -5.033 1.236 0.826 0.348
C -1.425 -5.260 3.933 -1.314 -0.142 1.353
O -2.745 -4.720 3.974 1.070 -1.204 4.150
C -3.348 -4.376 2.823 1.431 1.424 -0.679
C -2.473 -3.241 2.166 -2.852 -0.848 0.170
N -3.485 -2.408 1.621 -2.265 1.297 -1.706
C -2.890 -1.253 1.015 2.166 0.538 0.868
C -3.888 -0.323 0.478 -4.148 -4.354 2.297
O -3.635 0.809 -0.051 3.116 6.297 -1.687
C -2.862 0.739 -1.218 0.599 -1.818 -0.506
H -1.467 -6.156 3.376 0.369 -0.952 -1.330
H -1.085 -5.627 4.934 -0.673 0.850 -0.472
H -0.747 -4.524 3.575 0.819 0.412 -0.551
H -4.362 -4.027 3.066 0.537 0.417 -0.033
H -3.500 -5.247 2.247 0.082 -1.100 -1.527
H -1.884 -3.434 1.331 1.734 -1.661 -1.043
H -1.858 -2.687 2.854 -0.068 0.085 0.807
H -3.992 -2.939 0.862 0.619 0.652 1.170
H -2.105 -1.545 0.281 -0.158 0.339 0.238
H -2.419 -0.689 1.853 0.329 -0.406 -0.509
H -4.645 -0.206 1.274 0.342 0.262 0.043
H -4.455 -0.765 -0.284 -1.298 -2.354 -1.260
H -1.962 0.060 -1.157 -0.927 0.710 0.352
H -2.527 1.702 -1.418 0.672 1.852 -0.324
H -3.428 0.413 -2.105 -0.376 -0.144 0.279
O 1.917 4.603 -0.662 -0.605 -0.202 -0.843
C 0.735 3.889 -1.029 -0.871 1.449 2.488
C -0.164 4.725 -1.888 0.833 1.937 0.797
O -1.427 4.120 -2.055 -0.294 1.568 1.006
H 2.460 3.849 -0.465 1.442 0.003 0.408
H 0.964 2.978 -1.477 0.536 -1.697 -1.125
H 0.244 3.628 -0.060 -0.280 0.076 -0.785
H 0.325 4.880 -2.866 -0.159 0.221 0.243
H -0.210 5.746 -1.337 -0.497 -1.599 -1.179
H -1.239 3.365 -2.566 -0.053 -1.625 -1.065
O -2.763 3.624 4.139 -0.302 0.979 -0.471
C -3.151 3.548 2.770 -2.781 -0.600 1.423
C -2.058 3.267 1.856 0.857 -1.267 -3.140
O -1.703 1.953 2.187 1.310 -2.072 -0.114
H -2.311 2.829 4.349 0.664 -1.238 0.295
H -4.018 2.757 2.677 1.761 1.222 -0.185
H -3.603 4.481 2.594 -0.613 1.364 -0.433
H -1.135 3.917 1.890 -1.175 -0.196 0.174
H -2.394 3.105 0.757 0.105 1.524 1.593
H -1.692 1.425 1.363 0.238 0.280 0.886
C 2.375 1.072 0.530 2.347 0.600 -2.825
C 1.244 0.571 1.248 -1.754 0.590 1.646
O 0.120 0.383 0.413 -0.494 1.546 1.948
H 3.233 1.323 1.125 0.186 0.561 0.620
H 2.138 1.891 -0.182 0.050 -0.293 0.864
H 2.831 0.334 -0.144 -0.309 -0.228 -0.002
H 0.975 1.257 2.046 -0.466 0.340 -0.080
H 1.494 -0.306 1.798 0.195 -1.288 0.303
H 0.401 -0.210 -0.238 -0.064 -1.486 -1.771
C 5.579 0.484 -1.761 0.632 -3.032 1.200
C 5.564 1.907 -1.947 -2.778 0.446 -3.911
O 4.255 2.306 -1.568 -0.452 1.382 0.178
H 4.499 0.164 -1.738 1.394 -0.280 -0.458
H 5.959 0.362 -0.765 0.057 -0.874 0.830
H 6.261 -0.103 -2.422 -0.794 0.414 0.267
H 5.650 2.024 -3.047 0.242 0.778 0.231
H 6.234 2.531 -1.493 1.889 1.194 1.410
H 3.679 2.011 -2.285 0.028 -0.042 0.694

# 3
13
Properties=species:S:1:pos:R:3:forces:R:3 method="wB97M-V/def2-TZVPD" e_above_lowest_ev=2.848 total_energy_ev=-9374.2474 max_force_ev_per_a=0.953 homo_energy_ev=-9.85 homo_lumo_gap_ev=10.61
O 2.214 1.254 -1.429 -0.027 0.313 0.530
C 1.736 0.929 -0.366 0.094 0.182 -0.434
C 0.817 -0.269 -0.386 0.110 0.162 -0.330
O 0.651 -1.025 0.828 0.139 0.060 -0.018
C -0.771 -1.038 0.638 -0.205 -0.180 0.022
C -1.358 0.331 0.702 0.012 0.131 0.107
C -0.690 -0.141 -0.563 -0.064 0.117 -0.354
H 1.998 1.462 0.567 -0.201 -0.101 -0.005
H 1.257 -0.787 -1.249 -0.274 -0.792 0.453
H -1.312 -1.962 0.827 0.202 0.198 -0.073
H -2.444 0.372 0.620 0.230 -0.065 0.075
H -0.920 1.098 1.335 0.029 -0.128 -0.091
H -1.178 -0.226 -1.523 -0.047 0.102 0.118

# 4
49
Properties=species:S:1:pos:R:3:forces:R:3 method="wB97M-V/def2-TZVPD" e_above_lowest_ev=1.800 total_energy_ev=-85132.7168 multiplicity=2 max_force_ev_per_a=0.748 homo_energy_ev="-13.95 / -13.94" homo_lumo_gap_ev="6.22 / 6.67" total_charge=+2
Fe 0.226 0.095 0.135 -0.209 0.280 0.165
C -0.412 -2.347 -1.193 -0.013 0.042 0.078
N -0.936 -0.962 -1.171 0.064 -0.094 -0.029
C -0.857 -0.371 -2.523 -0.036 -0.034 0.066
C -0.587 1.095 -2.421 -0.073 0.218 -0.127
C -0.879 1.969 -3.447 -0.019 0.037 0.025
C -0.526 3.305 -3.312 -0.030 -0.039 -0.046
C 0.100 3.721 -2.150 0.000 0.009 0.059
C 0.353 2.796 -1.158 -0.002 0.152 0.039
N 0.018 1.501 -1.286 0.144 -0.320 -0.089
C -2.286 -0.887 -0.570 0.052 0.040 -0.055
C -2.117 -1.284 0.867 -0.046 0.085 0.194
C -3.027 -2.024 1.582 -0.068 0.066 0.028
C -2.725 -2.361 2.899 -0.097 -0.057 -0.009
C -1.519 -1.969 3.443 0.148 0.068 -0.003
C -0.642 -1.231 2.665 -0.156 -0.032 0.036
N -0.945 -0.880 1.410 0.297 -0.482 -0.276
C 1.081 -2.250 -1.214 0.021 -0.112 -0.032
C 1.902 -3.143 -1.867 0.050 -0.054 0.048
C 3.280 -2.987 -1.763 -0.031 -0.022 -0.011
C 3.783 -1.940 -1.012 0.024 0.003 0.024
C 2.902 -1.068 -0.402 0.097 0.128 0.079
N 1.575 -1.217 -0.504 -0.272 0.324 -0.028
H -0.815 -2.916 -2.033 0.037 0.028 -0.036
H -0.714 -2.847 -0.272 -0.041 -0.057 -0.041
H -1.763 -0.589 -3.093 -0.007 0.039 -0.015
H -0.021 -0.835 -3.051 -0.008 -0.033 0.009
H -1.375 1.609 -4.338 0.004 0.006 -0.001
H -0.741 4.009 -4.105 0.003 -0.003 0.001
H 0.391 4.752 -2.002 -0.003 -0.010 -0.001
H 0.837 3.077 -0.233 0.018 -0.003 -0.040
H -3.003 -1.519 -1.097 0.008 -0.038 0.025
H -2.626 0.150 -0.645 -0.050 -0.016 -0.021
H -3.953 -2.342 1.123 0.005 0.015 0.000
H -3.424 -2.947 3.480 -0.002 0.012 0.006
H -1.244 -2.225 4.456 0.003 -0.012 -0.014
H 0.319 -0.915 3.035 0.103 0.040 0.036
H 1.471 -3.952 -2.441 0.007 0.009 0.007
H 3.947 -3.675 -2.265 -0.005 0.001 0.005
H 4.846 -1.784 -0.896 -0.010 -0.002 -0.011
H 3.258 -0.231 0.185 -0.023 -0.030 -0.042
C 1.037 4.133 3.985 -0.019 0.018 0.053
O 1.433 3.211 2.939 0.073 0.019 0.222
C 0.689 2.151 2.716 0.186 0.451 -0.567
S -0.729 1.816 3.416 -0.362 -0.145 0.083
S 1.557 1.241 1.439 0.174 -0.411 0.311
H 1.803 4.898 3.991 0.038 -0.012 -0.029
H 0.996 3.615 4.941 0.017 -0.036 -0.022
H 0.061 4.557 3.760 0.009 -0.033 -0.054

# 5
12
Properties=species:S:1:pos:R:3:forces:R:3 method="wB97M-V/def2-TZVPD" total_energy_ev=-28625.7933 multiplicity=8 max_force_ev_per_a=6.000 homo_energy_ev="-23.03 / -25.06" homo_lumo_gap_ev="6.24 / 8.28" total_charge=+3
H -0.697 -1.386 0.975 0.102 0.196 -0.049
C -0.589 -0.332 1.270 -1.077 -0.227 1.021
C -1.079 0.612 0.222 1.206 -1.427 -4.511
O -0.721 0.377 -1.087 -3.552 2.583 4.088
C 0.428 -0.127 -1.439 1.768 -1.573 -2.984
O 0.405 -0.353 -2.705 -0.777 0.512 1.677
H -1.165 -0.171 2.187 -0.030 -0.171 0.014
H 0.647 1.067 1.733 1.368 -2.624 0.373
H 1.258 -0.659 -3.043 0.249 -0.201 -0.634
Eu 2.354 -0.616 0.073 3.870 -1.304 -0.102
O 0.791 0.043 1.515 -2.520 4.154 0.872
H -1.633 1.544 0.299 -0.608 0.083 0.233

# 6
80
Properties=species:S:1:pos:R:3:forces:R:3 method="wB97M-V/def2-TZVPD" total_energy_ev=-50237.6656 max_force_ev_per_a=6.472 homo_energy_ev=-10.05 homo_lumo_gap_ev=5.16 total_charge=+1
C 2.078 0.286 3.573 -1.341 -0.577 -0.369
C 2.706 -1.216 3.379 -0.496 -0.065 1.180
C 4.256 -1.280 2.880 -0.221 -0.306 2.927
O 4.498 -1.520 1.466 -2.835 1.956 -1.492
C 3.455 -1.017 0.571 -2.538 -0.570 -2.245
C 2.593 -2.172 -0.278 0.213 4.739 0.327
C 3.018 -3.719 -0.086 0.381 -0.438 2.048
C 2.542 -4.292 1.533 -1.392 -2.544 1.306
C 0.852 -4.588 1.720 1.810 0.389 -2.916
O 2.014 -5.755 1.601 2.491 5.684 -1.838
C 1.409 -1.564 -1.264 1.446 0.971 1.287
C 0.525 -2.706 -2.113 0.258 0.500 -0.402
C -1.005 -2.891 -1.538 0.272 0.337 0.940
C -2.080 -3.536 -2.581 -0.584 -0.041 0.437
C -1.998 -3.022 -4.126 -1.345 -0.271 -0.303
C -3.588 -3.234 -1.923 0.829 -0.177 1.436
C -3.973 -1.629 -1.917 0.898 1.502 0.367
C -3.960 -0.965 -0.391 -3.428 1.159 1.843
C -5.208 -0.529 0.336 2.481 -0.480 -1.492
C -6.557 0.061 -0.458 0.720 -0.769 1.066
C -5.347 -0.551 2.001 -0.038 0.565 -0.464
C 1.099 0.075 -1.437 2.707 -2.240 2.313
I -0.467 0.476 -2.886 1.232 -0.222 1.082
C 1.945 1.218 -0.607 0.025 -1.539 -0.100
C 1.676 2.869 -0.711 3.527 -0.547 2.673
C 0.482 3.497 -1.587 -1.037 -1.118 -0.682
O 0.141 4.897 -1.547 -0.403 -0.872 -0.479
C -1.116 5.065 -2.339 -0.740 0.281 -1.255
N 2.637 3.740 0.080 0.817 -2.678 0.137
C 2.646 5.284 0.105 0.172 1.884 0.196
C 1.524 5.901 1.166 -2.024 0.599 -1.275
C 0.616 4.751 1.909 0.124 0.396 0.389
F 2.121 6.903 2.095 -0.912 -2.700 -1.952
C 3.775 3.214 0.982 -0.259 -5.058 -0.336
C 4.066 1.628 1.173 -2.959 3.079 -2.523
C 3.127 0.574 0.358 0.961 0.663 0.756
H 1.434 0.538 2.604 1.559 -0.231 2.055
H 2.863 1.128 3.787 -1.471 -1.694 -0.380
H 1.281 0.216 4.456 1.894 0.338 -1.839
H 1.941 -1.855 2.747 1.797 1.249 1.101
H 2.688 -1.712 4.467 0.232 0.999 -2.410
H 4.760 -2.187 3.473 -0.952 1.877 -1.666
H 4.797 -0.314 3.327 -1.021 -1.900 -1.364
H 4.203 -3.838 -0.061 -2.583 0.589 -0.048
H 2.620 -4.500 -0.846 0.367 1.715 1.387
H 3.166 -3.813 2.515 -1.925 -1.711 -2.896
H 0.710 -3.938 0.726 0.385 -1.603 0.493
H 0.213 -5.443 1.292 -0.407 1.174 2.109
H 1.015 -3.769 -2.096 -0.504 2.260 0.195
H 0.568 -2.368 -3.257 -0.338 -0.645 2.562
H -1.327 -1.840 -1.079 0.369 -2.264 -1.256
H -0.984 -3.624 -0.596 0.140 1.626 -2.045
H -1.913 -4.717 -2.563 -0.384 2.574 -0.052
H -1.314 -2.095 -4.325 -1.120 -1.967 0.420
H -1.742 -3.940 -4.819 -0.238 2.103 1.300
H -3.101 -2.686 -4.433 2.417 -0.689 0.554
H -3.469 -3.540 -0.775 -0.430 0.542 -2.415
H -4.419 -3.932 -2.359 1.612 1.522 0.566
H -3.125 -1.046 -2.514 -1.795 -1.297 1.021
H -4.987 -1.370 -2.438 1.858 -0.696 1.080
H -2.942 -0.759 0.197 -2.272 -1.294 -1.261
H -7.121 0.767 0.320 1.177 -1.677 -1.801
H -6.259 0.709 -1.396 -0.612 -1.607 1.870
H -7.220 -0.874 -0.717 0.995 2.116 0.267
H -4.515 0.125 2.522 -1.693 -1.665 -1.121
H -5.332 -1.662 2.429 0.213 2.486 -1.096
H -6.393 -0.093 2.302 2.169 -0.901 -0.703
H -0.518 2.955 -1.215 2.416 0.496 -0.935
H 0.717 3.253 -2.733 -0.449 -0.011 2.556
H -0.980 5.947 -3.128 -0.111 -1.816 2.015
H -1.342 4.100 -3.003 0.486 1.995 1.618
H -2.040 5.297 -1.639 2.078 -0.568 -1.323
H 2.536 5.744 -0.990 -0.154 -1.358 2.526
H 3.688 5.717 0.493 -2.162 -1.521 -0.831
H 0.768 6.518 0.478 1.810 -1.142 1.728
H -0.148 5.210 2.693 1.890 -0.702 -1.716
H -0.073 4.204 1.101 1.824 1.150 1.701
H 1.334 4.015 2.475 -1.615 1.207 -1.140
H 4.503 3.943 1.589 -2.223 -1.395 -1.838
H 4.958 1.277 1.851 -2.037 0.845 -1.572